Record 1
Computed, not measured: a molecular structure, C23H38AlN5O3SSiTe4, with the ωB97M-V functional and the def2-TZVPD basis.

Last column: Löwdin charge in e.
Element x y z (Å)
Te -1.981 -4.615 2.517  0.07
Te -0.004 -3.386 3.876  0.09
Te -1.732 -3.426 0.070  0.42
Te -0.879 -0.844 3.527  0.40
S -0.183 0.221 -0.673  0.56
Si -2.005 1.188 -0.313  -0.10
Al -0.664 -1.260 0.983  -0.65
O -2.923 1.431 -1.628  -0.14
O -1.888 2.652 0.392  -0.13
O -2.754 0.033 0.617  -0.28
N 3.295 -1.253 -0.117  0.00
N 5.027 -3.059 -2.467  0.05
N 5.069 -2.334 -1.325  -0.06
N 1.453 -1.732 0.977  -0.03
N 5.838 -4.035 -2.394  0.08
C -1.280 4.753 1.245  -0.03
C -2.804 2.371 -2.697  -0.64
C 3.352 -0.557 1.072  -0.04
C -4.188 -0.214 0.745  -0.61
C 7.357 -3.407 1.362  -0.07
C -1.248 3.254 1.520  -0.63
C 2.218 -0.863 1.735  -0.17
C 7.863 -4.522 0.658  -0.08
C -1.359 2.818 -2.866  -0.04
C 7.426 -4.829 -0.607  -0.01
C -2.048 2.930 2.773  -0.02
C -3.700 3.554 -2.359  -0.02
C 6.461 -3.988 -1.168  -0.23
C -4.371 -1.145 1.930  -0.06
C 6.406 -2.571 0.824  -0.01
C -4.911 1.102 0.987  -0.01
C 4.252 -1.158 -1.196  -0.06
C 0.188 2.772 1.656  -0.05
C 1.751 -2.808 -1.282  -0.01
C -3.290 1.650 -3.945  -0.02
C 2.129 -1.937 -0.143  -0.36
C -4.678 -0.881 -0.532  -0.03
C 5.972 -2.887 -0.466  -0.16
H 7.802 -5.682 -1.153  0.12
H 0.670 3.307 2.475  0.09
H -2.079 1.854 2.941  0.03
H -2.306 5.084 1.089  0.09
H -1.597 3.401 3.645  0.09
H 4.177 0.080 1.323  0.12
H -4.730 3.221 -2.235  0.09
H -3.243 2.309 -4.811  0.09
H -4.589 1.549 1.924  0.08
H -4.649 -0.192 -1.372  0.08
H -4.059 -0.669 2.857  0.06
H 0.745 2.956 0.738  0.09
H 0.234 1.704 1.870  0.02
H -2.671 0.774 -4.136  0.09
H 2.592 -3.431 -1.586  0.08
H 3.741 -1.034 -2.152  0.14
H 4.875 -0.280 -1.004  0.15
H -3.369 4.018 -1.431  0.08
H 1.442 -2.210 -2.141  0.09
H -4.731 1.808 0.178  0.08
H 1.895 -0.536 2.706  0.04
H -3.669 4.298 -3.155  0.09
H -5.984 0.915 1.044  0.10
H 7.726 -3.209 2.359  0.11
H -0.858 5.305 2.085  0.09
H 6.016 -1.732 1.378  0.10
H -4.320 1.320 -3.812  0.09
H -4.058 -1.748 -0.762  0.03
H 0.916 -3.439 -0.991  0.00
H -1.015 3.360 -1.984  0.08
H 8.608 -5.144 1.133  0.10
H -5.703 -1.222 -0.385  0.09
H -0.707 1.960 -3.026  0.07
H -3.070 3.292 2.670  0.09
H -1.279 3.479 -3.728  0.09
H -3.794 -2.062 1.801  0.00
H -0.701 4.985 0.350  0.09
H -5.426 -1.410 2.013  0.10

Output
* frontier orbital gap: 6.854 eV
* charge: 0
* energy above the lowest of the compared OMol25 structures with the same formula, charge and spin: 0.000 eV
* LUMO energy: -0.28 eV
* HOMO: -7.130 eV


Record 2
Computed, not measured: 4 unconnected molecules or ions with the total composition C23H38F3N2O12 at a distorted geometry, with the ωB97M-V functional and the def2-TZVPD basis.

Last column: Löwdin charge in e.
Element x y z (Å)
F 5.066 6.152 2.028  0.09
F -3.749 -0.992 8.805  0.08
F 1.169 2.647 3.512  0.08
O 3.526 3.330 0.842  0.04
O -0.234 -3.325 -2.861  -0.09
O -1.943 0.148 8.101  0.14
O 3.007 5.425 1.495  0.15
O -0.895 -1.501 6.978  0.07
O 2.010 -4.271 -1.153  0.06
O 1.674 0.681 -2.107  -0.23
O -0.229 0.916 3.182  0.14
O -2.087 -0.351 3.399  0.16
O 1.414 4.118 0.568  0.14
O -2.129 1.833 3.975  0.08
O 0.134 0.488 7.277  0.16
N 1.934 -2.340 -3.429  -0.02
N 1.017 0.520 -5.813  0.08
C 1.282 -0.126 -4.492  -0.40
C -3.742 -0.242 -0.878  -0.09
C -1.533 0.701 3.511  -0.54
C 3.022 -2.321 -2.394  -0.08
C -0.812 -0.223 7.440  -0.54
C 2.545 4.278 0.932  -0.53
C -2.920 -0.813 7.750  -0.32
C 4.736 3.958 1.254  -0.05
C -2.529 -3.149 -0.442  -0.07
C 1.273 1.068 -3.434  -0.18
C -0.085 2.321 3.110  -0.32
C -2.107 -2.042 7.488  -0.06
C 0.507 -2.118 -3.022  -0.26
C -1.108 2.819 4.081  -0.06
C -1.665 -3.099 -2.869  -0.15
C 2.402 -1.264 -4.406  -0.01
C -2.208 -2.165 -1.692  -0.30
C 0.006 -0.996 -4.036  -0.03
C -3.622 -0.646 -3.414  -0.10
C -3.576 -1.400 -2.010  -0.35
C 2.076 1.858 -1.326  -0.07
C 4.238 5.085 2.102  -0.32
C 2.837 -3.355 -1.204  -0.17
H 5.283 4.303 0.373  0.15
H 3.231 -1.305 -1.940  0.14
H -1.586 -3.590 0.018  0.09
H -2.914 0.258 -3.424  0.08
H 3.581 -3.266 -0.330  0.15
H -4.448 -2.121 -1.839  0.14
H -0.735 2.848 5.108  0.15
H -3.196 -3.998 -0.833  0.09
H 5.368 3.265 1.810  0.15
H -1.898 -2.610 8.398  0.15
H -1.468 -1.397 -1.305  0.13
H -1.487 3.807 3.817  0.15
H -4.672 -0.187 -3.499  0.10
H 1.608 2.786 -1.793  0.10
H 1.841 1.996 -3.808  0.15
H -3.172 -2.612 0.340  0.09
H 1.965 -3.278 -3.860  0.20
H -2.888 -0.247 -0.130  0.07
H 2.360 -1.774 -5.428  0.16
H 1.742 1.716 -0.248  0.10
H -0.283 -1.625 -4.959  0.15
H 0.434 1.351 -5.605  0.09
H -2.143 -4.130 -2.706  0.14
H 0.177 1.415 -3.353  0.14
H 3.208 1.954 -1.395  0.10
H 0.421 -0.138 -6.331  0.08
H 3.988 -2.629 -2.937  0.16
H -4.751 -0.301 -0.352  0.09
H -2.024 -2.784 -3.915  0.12
H 0.618 -1.724 -1.951  0.17
H -2.577 -2.706 6.761  0.14
H -0.241 2.654 2.080  0.16
H -3.491 -0.458 6.887  0.18
H 3.491 -0.959 -4.300  0.15
H 4.070 4.820 3.150  0.18
H -3.719 0.798 -1.368  0.08
H -0.895 -0.425 -3.660  0.11
H -3.504 -1.314 -4.323  0.07

Output
* frontier orbital gap: 10.263 eV
* charge: +1
* LUMO energy: -2.55 eV
* HOMO: -12.815 eV


Record 3
Computed, not measured: a molecular structure, C23H38IN2O7P2PtS, with the ωB97M-V functional and the def2-TZVPD basis.

Last column: Löwdin charge in e.
Element x y z (Å)
Pt -2.143 -1.009 -0.127  0.96
I -3.076 -1.594 5.636  0.83
S -3.626 0.059 -1.649  0.64
P -0.213 1.277 1.680  0.45
P 0.731 0.876 -1.246  0.48
O -0.466 0.064 -1.517  -0.34
O -0.302 2.484 2.692  -0.16
O -2.096 -2.495 -1.778  -0.28
O 2.076 0.071 -1.068  -0.17
O 0.753 0.193 2.281  -0.18
O -1.579 0.822 1.361  -0.33
O 0.962 1.906 -2.428  -0.17
N -2.417 -1.960 -2.952  -0.21
N -2.838 -2.221 1.380  -0.19
C -2.554 -4.405 2.360  -0.12
C -2.896 -2.498 3.757  -0.77
C -3.130 -0.805 -3.047  -0.66
C 0.701 3.398 3.211  -0.41
C 0.878 -0.602 4.569  -0.05
C 1.933 -1.271 -3.147  -0.04
C 0.460 -2.179 2.647  -0.04
C 0.798 4.613 2.307  -0.05
C 2.996 2.463 -3.590  -0.04
C -2.663 -3.594 1.275  -0.19
C 2.319 -1.245 -1.681  -0.39
C -2.305 -2.220 -5.309  -0.06
C 1.626 -2.319 -0.873  -0.04
C 0.211 -0.813 3.231  -0.41
C 0.681 1.901 0.241  -0.21
C -2.608 -3.878 3.679  -0.21
C -3.054 -1.048 -5.459  -0.07
C 1.497 4.228 -2.587  -0.04
C -3.451 -0.362 -4.343  -0.09
C 2.078 2.838 -2.448  -0.45
C -3.031 -1.712 2.656  -0.29
C 2.048 2.752 3.476  -0.04
C -2.006 -2.641 -4.045  -0.03
H 3.400 -1.342 -1.583  0.14
H -2.423 -5.468 2.200  0.09
H 2.696 3.491 3.951  0.09
H 1.893 -2.238 0.179  0.07
H 0.603 0.359 5.003  0.08
H -0.862 -0.642 3.312  0.09
H 3.439 1.482 -3.427  0.07
H 0.545 -1.381 5.256  0.08
H 1.339 5.406 2.824  0.09
H 2.438 2.449 -4.527  0.10
H 1.941 -3.300 -1.234  0.09
H -1.962 -2.795 -6.156  0.10
H 1.964 -0.661 4.471  0.09
H -3.313 -0.683 -6.444  0.11
H 0.162 2.822 -0.038  0.09
H 2.295 4.970 -2.604  0.09
H 2.255 -2.222 -3.573  0.09
H -0.196 4.982 2.056  0.09
H 2.625 2.753 -1.505  0.13
H -2.620 -3.975 0.263  0.09
H -1.444 -3.531 -3.807  0.14
H 1.532 -2.381 2.582  0.09
H 0.931 4.303 -3.516  0.09
H -0.011 -2.933 3.280  0.09
H 1.340 4.391 1.385  0.07
H 0.012 -2.263 1.657  0.05
H 1.959 1.894 4.136  0.06
H 2.416 -0.470 -3.706  0.07
H 1.702 2.158 0.527  0.07
H 2.537 2.424 2.558  0.08
H 0.268 3.706 4.162  0.15
H 0.542 -2.247 -0.977  0.06
H 0.825 4.460 -1.760  0.07
H 3.802 3.193 -3.677  0.09
H 0.852 -1.190 -3.267  0.07
H -4.022 0.552 -4.418  0.10
H -2.494 -4.492 4.557  0.07
H -3.259 -0.657 2.718  0.08

Output
* 2S+1: 4
* frontier orbital gap (spin up / spin down): 4.613 / 7.261 eV
* charge: 0
* energy above the lowest of the compared OMol25 structures with the same formula, charge and spin: 0.000 eV
* LUMO energy (spin up / spin down): 0.30 / -0.06 eV
* HOMO (spin up / spin down): -4.315 / -7.318 eV